[1]
{
  "formula": "C4H13NO3",
  "method": "the ωB97M-V functional and the def2-TZVPD basis",
  "elements": ["O", "O", "O", "N", "C", "C", "C", "C", "H", "H", "H", "H", "H", "H", "H", "H", "H", "H", "H", "H", "H"],
  "positions_angstrom": [[-2.301, 1.141, 1.764], [-0.564, -0.929, 2.697], [-1.228, -1.794, 0.080], [-0.435, -0.513, -1.634], [-1.388, -0.935, -0.770], [0.999, -0.766, -1.464], [1.599, 0.120, -0.363], [1.605, 1.593, -0.752], [2.562, 1.815, -1.224], [-2.330, -0.395, -0.939], [-0.984, -1.734, 3.032], [1.009, -0.059, 0.533], [0.768, 1.959, -1.340], [1.463, -0.567, -2.424], [-0.553, -0.992, 1.733], [-0.706, 0.020, -2.442], [1.089, -1.803, -1.146], [1.646, 2.220, 0.140], [-3.127, 0.773, 2.091], [2.583, -0.267, -0.093], [-1.707, 1.113, 2.521]],
  "lumo_ev": 0.8050,
  "smiles": "CCCNC=O.O.O",
  "energy_ev": -11991.728,
  "relative_energy_kcal_mol": 17.1,
  "multiplicity": 1
}

[2]
{
  "formula": "C4H8FNO2S",
  "method": "the ωB97M-V functional and the def2-TZVPD basis",
  "elements": ["S", "F", "O", "O", "N", "C", "C", "C", "C", "H", "H", "H", "H", "H", "H", "H", "H"],
  "positions_angstrom": [[1.122, -1.238, -0.554], [-2.372, 0.774, 1.304], [-0.327, -0.624, -0.096], [1.194, -1.105, -2.004], [2.322, -0.136, -0.030], [-2.961, 0.303, 0.240], [-2.352, 0.260, -0.958], [-0.896, 0.418, -0.970], [2.339, -0.024, 1.497], [-0.720, 1.344, -0.476], [1.368, -0.053, 1.988], [-0.575, 0.232, -1.974], [-4.093, 0.236, 0.367], [2.829, -0.987, 1.813], [3.328, -0.254, -0.262], [2.726, 0.913, 1.896], [-2.933, -0.057, -1.783]],
  "lumo_ev": 0.8140,
  "energy_ev": -23412.592,
  "relative_energy_kcal_mol": 0.0,
  "multiplicity": 1
}